1.
DFT (ωB97M-V/def2-TZVPD) results for a structure of composition C47H55BrIN5O11PRuSi4Te.

XYZ file:
```
127
Properties=species:S:1:pos:R:3:forces:R:3
Ru -0.299778 1.275020 0.328269 0.302 0.391 -0.274
O 0.780143 -1.032247 2.250699 0.123 0.909 0.078
C 0.637111 0.228255 2.538692 -0.102 -0.454 0.482
O -0.482621 0.790427 2.558403 0.483 -0.086 -0.486
C 1.895602 0.964923 2.942850 -0.090 -0.128 0.063
C 2.299568 0.882106 4.274726 -0.054 -0.061 -0.125
C 3.508156 1.436410 4.659867 0.031 0.002 0.038
C 4.333334 2.033576 3.714000 0.007 0.024 -0.027
C 3.925444 2.121644 2.392406 -0.015 0.002 0.019
C 2.681501 1.629249 1.997960 -0.143 0.016 0.017
P 2.037430 1.754981 0.284479 0.524 0.334 0.299
C 2.349240 3.455176 -0.307022 -0.046 -0.008 -0.074
C 2.898449 4.480379 0.459610 0.076 -0.001 -0.071
C 3.054437 5.752023 -0.077421 0.071 -0.064 -0.023
C 2.650111 6.019400 -1.376618 0.016 -0.077 -0.055
C 2.066714 5.012975 -2.136346 0.033 -0.016 0.069
C 1.909490 3.741365 -1.603094 0.065 -0.006 -0.045
C 3.309683 0.730729 -0.575554 -0.122 -0.104 -0.042
C 3.760368 0.991042 -1.867887 -0.015 -0.081 0.074
C 4.679620 0.146438 -2.477664 -0.038 0.009 0.017
C 5.174337 -0.960639 -1.802150 0.000 0.006 -0.011
C 4.740777 -1.225766 -0.511429 -0.040 -0.018 0.008
C 3.806509 -0.393768 0.092102 0.026 0.023 -0.013
H 1.666946 0.377567 4.998037 0.068 0.025 -0.058
H 3.820520 1.381225 5.696445 -0.023 0.007 -0.068
H 5.295871 2.433559 4.010101 -0.045 -0.027 -0.029
H 4.582144 2.565828 1.654198 -0.015 0.023 0.018
H 3.173987 4.313523 1.490124 0.033 -0.017 0.038
H 3.480699 6.539802 0.534888 -0.040 -0.070 -0.035
H 2.770730 7.014144 -1.789438 -0.016 -0.046 0.019
H 1.715010 5.220724 -3.140564 0.025 -0.020 0.049
H 1.414553 2.971075 -2.181353 0.031 0.014 0.002
H 3.401715 1.851024 -2.410912 -0.062 0.062 -0.030
H 5.001997 0.352452 -3.491839 0.001 0.009 0.075
H 5.895495 -1.613275 -2.280956 -0.051 0.036 0.028
H 5.128595 -2.080551 0.033250 -0.047 0.054 -0.045
H 3.483108 -0.617591 1.102895 0.033 0.017 0.008
Br 1.526944 6.680038 3.147490 -0.061 -0.043 -0.011
C 0.559964 6.709347 1.521269 -0.117 0.018 -0.049
C 0.570497 7.887435 0.789394 -0.063 0.025 -0.022
C -0.087306 7.948628 -0.430532 0.007 0.042 0.018
C -0.747448 6.832633 -0.922400 -0.039 0.037 -0.023
C -0.767030 5.655851 -0.189498 -0.027 0.046 -0.045
C -0.120606 5.595597 1.037807 0.015 -0.006 0.081
I -0.239813 3.806854 2.101862 -0.126 0.237 0.192
H 1.097041 8.748622 1.180065 -0.018 -0.024 -0.026
H -0.076402 8.873018 -0.996854 -0.003 -0.057 0.040
H -1.256278 6.873289 -1.878569 0.038 -0.005 0.052
H -1.270484 4.775940 -0.573247 0.020 0.062 0.040
O -2.156160 -1.086394 -7.172426 0.055 0.024 0.047
N -2.462964 -0.178701 -6.424980 0.059 -0.098 0.181
O -3.354252 0.619242 -6.641794 0.062 0.058 0.077
C -1.709538 -0.048642 -5.162525 -0.024 -0.193 -0.347
C -0.749734 -1.003324 -4.847295 -0.038 -0.240 -0.225
C -0.066874 -0.886112 -3.657830 0.066 -0.336 0.160
C -0.197942 0.247394 -2.829465 0.293 0.280 0.381
O 0.615333 0.419975 -1.831732 -0.609 0.131 0.015
C -1.261434 1.117752 -3.147317 0.006 0.177 -0.194
C -2.015660 0.977497 -4.306026 -0.132 0.241 0.171
N -1.652988 2.112051 -2.210445 -0.468 -0.505 -0.376
O -0.817100 2.608654 -1.394732 0.694 0.443 0.460
O -2.923048 1.974154 -1.785719 -0.095 0.287 -0.231
N 0.798886 -1.906835 -3.218746 0.238 0.482 -0.001
O 1.304039 -2.725133 -4.011238 -0.005 -0.106 0.069
O 0.807168 -2.253798 -1.881270 -0.232 0.078 0.180
H -0.560576 -1.844261 -5.499327 -0.033 0.015 0.012
H -2.827062 1.658094 -4.525836 0.062 -0.007 0.019
O -7.565502 4.853514 2.486340 0.001 -0.224 0.111
C -7.222836 3.610279 3.086159 0.021 0.139 -0.225
N -6.478526 2.755932 2.203791 0.132 -0.083 0.078
C -5.131464 2.525044 2.369168 -0.006 0.097 0.238
O -4.524104 2.971953 3.336947 -0.124 -0.103 -0.282
C -4.474852 1.733119 1.307733 -0.229 0.046 -0.120
C -5.138271 0.984239 0.285756 -0.181 -0.064 0.104
C -4.427054 0.419306 -0.707339 0.006 0.101 -0.167
C -3.002104 0.739237 -0.827353 -0.273 -0.306 1.102
N -2.354198 1.077616 0.387830 -0.676 0.145 -0.338
C -3.110257 1.665649 1.335113 0.401 -0.291 -0.140
H -6.753716 5.350931 2.350010 0.083 0.032 0.014
H -8.166460 3.144284 3.348928 -0.149 -0.009 -0.018
H -6.616768 3.738917 3.974635 0.077 0.047 0.161
H -6.908243 2.513142 1.330146 -0.024 -0.034 -0.092
H -6.202976 0.775941 0.362087 0.089 0.060 -0.039
H -4.871257 -0.217948 -1.463474 -0.003 0.066 0.100
H -2.448504 -0.037243 -1.339314 0.206 0.023 -0.341
H -2.612363 2.050507 2.209825 0.138 0.102 0.028
C 1.204012 -3.665871 3.828499 0.416 0.108 0.090
Si -0.085118 -4.203801 2.605486 -0.195 -0.006 -0.043
C -0.238684 -6.064724 2.712170 0.005 -0.376 0.003
C -1.729869 -3.409079 2.971719 -0.237 0.227 0.049
Si 0.361003 -3.808991 0.332911 0.334 -0.045 0.217
Te 0.533967 -1.253097 0.041578 -0.016 -1.342 -1.006
Si 2.198141 -5.075433 -0.307142 0.285 0.002 0.258
C 3.336740 -5.059836 1.178804 0.246 -0.056 0.237
C 1.513129 -6.794237 -0.553622 -0.202 -0.311 -0.071
C 3.142982 -4.575666 -1.808188 0.089 0.237 -0.317
Si -1.474492 -4.284306 -0.990504 -0.554 0.120 0.040
C -1.167242 -4.469132 -2.810269 0.309 -0.055 -0.340
C -2.735029 -2.924739 -0.715179 -0.196 0.242 -0.031
C -2.195921 -5.889375 -0.353089 -0.065 -0.322 0.185
H 0.839332 -3.846954 4.845851 0.020 -0.018 -0.086
H 1.421663 -2.603287 3.717412 0.011 -0.102 0.099
H 2.138493 -4.223298 3.693478 -0.164 0.085 0.078
H -0.588733 -6.362897 3.710098 0.066 0.059 -0.154
H 0.728636 -6.554390 2.535086 -0.201 0.076 0.081
H -0.951084 -6.449265 1.975377 0.103 -0.016 0.158
H -1.982068 -3.484609 4.035695 -0.001 -0.012 -0.111
H -2.530096 -3.886484 2.394374 0.064 0.079 0.082
H -1.707008 -2.343738 2.707892 -0.050 -0.141 0.082
H 2.918881 -5.645343 2.007788 0.107 0.117 -0.120
H 3.489960 -4.033203 1.537064 0.026 -0.169 -0.038
H 4.317757 -5.483550 0.925740 -0.143 0.049 0.062
H 0.914520 -7.129368 0.301832 0.107 0.005 -0.171
H 2.343690 -7.500698 -0.687433 -0.149 0.090 0.012
H 0.883823 -6.837722 -1.453070 0.115 -0.034 0.161
H 3.667322 -3.628512 -1.647700 -0.034 -0.088 -0.050
H 2.484908 -4.433278 -2.667021 0.073 0.007 -0.024
H 3.877363 -5.356862 -2.038898 -0.043 0.098 0.016
H -1.328649 -3.516937 -3.326283 0.029 -0.149 0.039
H -1.870507 -5.205737 -3.212551 0.052 0.074 -0.026
H -0.147352 -4.794196 -3.045846 -0.183 0.039 -0.008
H -2.633960 -2.154641 -1.491669 -0.017 -0.118 0.126
H -2.621542 -2.437988 0.259966 -0.102 -0.035 -0.099
H -3.755904 -3.322639 -0.775335 0.120 0.084 -0.015
H -1.443926 -6.688143 -0.304846 -0.198 0.111 -0.022
H -2.992320 -6.217279 -1.034970 0.111 0.053 0.126
H -2.633546 -5.767138 0.645927 0.064 -0.054 -0.178
```
Forces are in eV/Å.

Properties
ΔE to the lowest compared entry with this formula, charge and spin = 130.5 kJ/mol
E_HOMO (alpha / beta) = -7.1 / -7.7 eV
E_tot = -208414.660 eV
<S²> = 8.80
Charge = 0
Spin multiplicity = 6
HOMO-LUMO gap (alpha / beta) = 6.39 / 4.78 eV

---

2.
DFT (ωB97M-V/def2-TZVPD) results for a structure of composition C47H55F3N9OW.

XYZ file:
```
116
Properties=species:S:1:pos:R:3:forces:R:3
W 0.428054 -0.145885 -0.617525 1.627 -0.041 -0.571
C 0.953471 1.193722 5.226834 0.051 -0.003 -0.008
C 2.284868 0.745678 4.609102 -0.099 0.021 -0.038
C 2.271229 0.869024 3.119069 -0.035 0.013 0.076
C 2.747958 1.886445 2.350282 0.060 0.100 0.026
C 3.434749 3.146395 2.773694 -0.085 0.025 -0.022
C 2.518705 4.372600 2.665663 0.010 -0.037 0.023
C 2.469971 1.534041 0.987406 -0.018 0.164 0.067
C 2.964493 2.199302 -0.109226 0.155 0.159 0.260
C 2.764999 1.820795 -1.405261 -0.193 0.243 -0.227
C 3.385806 2.475426 -2.529853 0.144 -0.006 0.176
C 4.499479 3.471693 -2.448741 -0.005 -0.034 0.083
C 5.855177 2.790788 -2.222325 -0.037 0.016 -0.009
C 2.840080 1.935329 -3.643096 -0.149 0.016 -0.143
C 1.894482 0.943044 -3.198922 0.135 0.120 0.037
C 1.140622 0.185857 -4.042447 -0.111 -0.050 -0.310
C 0.420674 -0.921636 -3.654330 -0.003 -0.025 -0.150
N 0.331441 -1.360156 -2.363385 0.108 0.208 0.247
C -0.192297 -2.630585 -2.459720 -0.170 -0.215 0.052
C -0.165671 -3.556901 -1.444215 -0.053 -0.084 -0.310
C 0.353105 -3.345992 -0.191409 -0.163 -0.063 0.330
N 0.721420 -2.114893 0.306753 0.077 0.069 -0.029
C 1.072066 -2.365531 1.612179 -0.083 -0.216 -0.016
C 1.418676 -1.398449 2.531156 0.034 0.164 0.256
C 1.719595 -0.101072 2.212397 0.122 -0.221 0.145
N 1.774230 0.358762 0.914544 -0.127 -0.004 -0.329
C 0.965753 -3.763430 1.921225 -0.004 0.133 0.168
C 0.510631 -4.376488 0.796930 0.073 -0.044 -0.262
C 0.339748 -5.845746 0.564314 0.000 0.028 -0.064
C 1.591857 -6.471739 -0.062933 -0.034 0.045 0.016
C 1.273085 -4.399557 3.242820 -0.080 0.046 0.000
C 0.041726 -4.471011 4.153291 0.019 -0.011 -0.045
C -0.540000 -2.938480 -3.816600 -0.083 -0.073 -0.003
C -0.154574 -1.867649 -4.565380 -0.012 0.040 -0.113
C -0.240131 -1.687753 -6.050388 -0.043 0.057 0.051
C -1.253805 -0.614730 -6.465864 0.025 -0.035 -0.012
C -1.093325 -4.246820 -4.291354 0.089 0.002 0.007
C 0.014133 -5.246521 -4.645783 -0.031 0.013 0.004
N 1.872412 0.856503 -1.820289 -0.220 -0.206 0.042
C 3.118848 2.312311 -5.064490 -0.071 0.021 0.002
C 2.239051 3.480260 -5.527795 0.010 -0.033 0.003
H 0.952382 1.034721 6.305900 0.000 0.005 -0.026
H 0.119223 0.643029 4.788253 0.016 0.016 0.013
H 0.784887 2.256591 5.042025 -0.007 -0.033 -0.011
H 2.493972 -0.287794 4.894594 0.018 0.007 0.010
H 3.097030 1.349104 5.014509 0.029 -0.023 0.016
H 4.327632 3.297300 2.161183 0.001 0.001 0.013
H 3.783042 3.040502 3.801641 0.028 0.000 -0.006
H 2.093094 4.463379 1.663906 0.014 0.002 0.019
H 3.067522 5.287492 2.890814 -0.013 -0.017 0.003
H 1.686866 4.295857 3.368876 0.017 -0.005 -0.040
H 3.597657 3.059331 0.065688 0.004 -0.047 0.025
H 4.309390 4.182822 -1.641266 -0.013 0.034 -0.033
H 4.528280 4.054345 -3.370399 -0.014 0.005 0.006
H 5.862462 2.242589 -1.278252 0.006 0.002 -0.028
H 6.660206 3.525688 -2.197619 -0.021 -0.013 0.009
H 6.066793 2.079157 -3.022271 0.000 0.015 0.020
H 1.186766 0.417366 -5.098178 0.006 -0.062 0.021
H -0.515491 -4.556248 -1.672097 0.034 0.028 -0.026
H 1.523156 -1.705003 3.565246 0.045 0.033 -0.050
H -0.520241 -6.027615 -0.084555 -0.029 -0.017 0.041
H 0.117160 -6.338270 1.511977 -0.014 0.008 0.009
H 1.788922 -6.039494 -1.045866 0.012 -0.007 0.017
H 1.475122 -7.549379 -0.179041 -0.008 0.021 -0.005
H 2.467720 -6.286377 0.560646 -0.007 -0.016 -0.008
H 2.073429 -3.853826 3.745338 0.028 -0.032 -0.003
H 1.653687 -5.408092 3.071038 0.001 0.009 0.005
H -0.299924 -3.470013 4.432126 0.024 -0.025 0.008
H 0.262625 -5.013642 5.072670 -0.005 0.033 -0.006
H -0.784869 -4.973490 3.648158 0.013 0.009 0.016
H -0.511469 -2.639557 -6.508938 0.032 -0.004 -0.013
H 0.748796 -1.432343 -6.440968 -0.007 -0.005 -0.002
H -2.267632 -0.917923 -6.199610 0.019 0.016 0.009
H -1.222918 -0.452564 -7.543849 -0.007 -0.011 0.026
H -1.050626 0.337369 -5.971304 -0.013 -0.024 -0.009
H -1.719916 -4.072469 -5.167132 -0.030 -0.003 -0.001
H -1.746351 -4.674247 -3.527573 -0.024 0.003 -0.015
H 0.639982 -4.857554 -5.450341 0.000 -0.008 0.021
H -0.408791 -6.197128 -4.972136 0.009 0.022 0.005
H 0.659814 -5.436549 -3.786059 -0.007 0.005 -0.019
H 2.965990 1.453841 -5.720355 0.036 -0.010 -0.001
H 4.171556 2.584698 -5.159489 -0.003 -0.005 -0.008
H 1.180251 3.221237 -5.458703 0.028 0.009 0.002
H 2.459620 3.747452 -6.562060 -0.009 -0.013 0.034
H 2.406476 4.360339 -4.904358 -0.012 -0.023 -0.015
F -2.598226 8.841272 1.361111 -0.017 0.040 -0.016
C -2.184619 7.950460 2.271441 -0.007 -0.078 -0.032
F -3.171120 7.804458 3.173013 -0.035 0.013 0.030
F -1.142972 8.499168 2.924251 0.033 0.034 0.024
C -1.806787 6.634019 1.652924 0.032 0.013 -0.001
C -1.534879 5.559826 2.491776 0.012 -0.039 0.007
C -1.149650 4.347706 1.953073 -0.009 -0.022 -0.006
C -1.032061 4.194948 0.566298 0.076 -0.096 0.027
C -1.310071 5.280360 -0.263128 0.021 0.020 -0.009
C -1.695617 6.497148 0.279446 -0.001 -0.023 -0.039
C -0.624502 2.925304 0.031309 -0.151 0.340 -0.070
C -0.288660 1.840715 -0.395146 -0.030 -0.694 0.028
H -1.628203 5.678198 3.564176 0.006 -0.013 -0.016
H -0.934155 3.501455 2.594317 -0.010 0.033 -0.009
H -1.215846 5.167963 -1.335498 -0.010 0.008 0.019
H -1.912708 7.337384 -0.365779 0.014 -0.018 0.004
N -1.611392 -0.803033 3.182246 0.149 0.056 -0.044
N -1.637345 -1.119358 1.840100 -0.265 -0.038 0.299
N -2.365433 -2.099334 1.318446 -0.091 -0.085 -0.037
C -2.316388 -1.858092 0.040571 -0.077 -0.004 -0.366
N -1.607597 -0.720597 -0.228387 0.054 0.213 0.198
N -1.221387 -0.246296 0.942753 -0.643 0.213 0.713
H -2.546401 -0.547959 3.480921 -0.048 -0.048 0.014
H -1.284915 -1.611260 3.697187 -0.008 -0.046 -0.009
H -2.794163 -2.458078 -0.713720 0.050 0.000 0.010
C -2.826836 0.312389 -3.297347 0.003 0.050 0.113
O -1.689554 0.916753 -2.699617 -0.053 0.032 -0.375
H -3.169357 0.864230 -4.175649 -0.019 -0.006 -0.015
H -3.654700 0.224698 -2.587349 -0.022 -0.005 -0.008
H -2.527962 -0.686394 -3.613926 0.007 -0.002 0.007
H -1.901828 1.813743 -2.421005 0.033 -0.034 0.125
```
Forces are in eV/Å.

Properties
ΔE to the lowest compared entry with this formula, charge and spin = 104.8 kJ/mol
E_HOMO (alpha / beta) = -9.4 / -9.4 eV
E_tot = -75062.486 eV
Charge = +1
Spin multiplicity = 1
HOMO-LUMO gap (alpha / beta) = 5.73 / 5.71 eV

---

- Which formula does entry 2 have?
  C47H55F3N9OW

---

- Which of these has the highest spin multiplicity?
  C47H55BrIN5O11PRuSi4Te

---

- What is the charge in the second record?
  +1

---

- Which formula does entry 2 have?
  C47H55F3N9OW